(1)
13
Properties=species:S:1:pos:R:3:forces:R:3:mulliken_charge:R:1 method="wB97M-V/def2-TZVPD" homo_ev=-9.51 spin_multiplicity=1 homo_lumo_gap_ev=10.204 relative_energy_kcal_mol=42.0 fmax_ha_per_bohr=0.051 lumo_ev=0.69 energy_ev=-18059.1516
N 2.7926 -1.1747 0.2197 2.2 -0.8 0.9 -0.416
C 1.7952 -0.8412 -0.1927 -2.1 1.1 -1.1 0.045
C 0.5198 -0.3201 -0.7069 -0.1 0.3 0.5 0.228
N 0.3726 1.1535 -0.7268 0.2 -0.5 -0.8 -0.470
C -0.4338 1.1806 0.4709 -0.6 -0.1 0.8 -0.625
C -0.5910 -0.3792 0.4066 0.0 0.8 -0.5 -0.178
S -2.2215 -0.8193 -0.2144 -0.2 0.4 0.1 -0.253
H 0.2979 -0.7758 -1.6699 -0.1 -0.2 0.1 0.319
H 1.2198 1.6871 -0.7241 0.4 0.2 0.0 0.262
H 0.1010 1.4882 1.3752 0.0 0.0 0.0 0.255
H -1.3560 1.7899 0.4067 0.4 -0.4 -0.1 0.297
H -0.2830 -0.8692 1.3256 -0.3 -0.3 -0.1 0.405
H -2.2136 -2.1197 0.0300 0.2 -0.5 0.1 0.130

(2)
34
Properties=species:S:1:pos:R:3:forces:R:3:mulliken_charge:R:1 method="wB97M-V/def2-TZVPD" homo_ev=-8.98 spin_multiplicity=1 homo_lumo_gap_ev=9.536 relative_energy_kcal_mol=65.7 fmax_ha_per_bohr=0.100 lumo_ev=0.55 energy_ev=-23305.1055
N -0.8089 3.9945 -0.0283 1.9 0.6 1.0 -0.468
C -1.5173 2.8729 -0.2131 0.7 -2.4 -1.9 0.516
O -2.3350 2.6671 -1.0973 -0.2 1.5 0.6 -0.617
C -0.9995 1.6946 0.5933 -0.8 2.0 3.6 0.361
C -1.7399 0.5393 0.1370 -4.2 -3.0 0.4 -1.079
C -1.5488 -0.9450 0.4730 -0.4 -1.3 -0.8 0.065
N -0.2729 -1.4266 -0.0180 -0.1 -0.1 1.3 -0.136
C 0.7575 -0.8863 0.6896 1.4 0.4 -2.1 -0.146
O 0.7985 -0.6775 1.8858 -0.2 -0.1 -0.5 -0.631
C 1.8785 -0.4276 -0.3098 1.6 -0.6 2.0 0.250
C 2.9780 -1.5365 -0.4675 1.2 1.3 1.4 -0.956
C 4.3343 -0.7438 -0.7490 -4.7 1.4 -1.3 -0.671
C 4.0229 0.6258 -0.0742 0.8 2.1 -0.4 -0.581
N 2.5781 0.6994 0.2644 0.6 0.5 0.2 -0.423
C -2.6892 -1.9167 -0.1033 3.4 -0.2 -0.6 0.221
O -3.8076 -1.8679 0.2199 -2.4 0.3 0.7 -0.483
O -2.1995 -2.9516 -0.9313 -0.8 0.7 1.1 -0.470
H 0.1791 3.8458 0.2698 -1.4 0.1 0.0 0.271
H -0.8325 4.6111 -0.7944 -0.4 1.0 -0.9 0.274
H 0.0773 1.5970 0.4799 0.2 0.3 0.4 -0.195
H -1.3632 2.0510 1.6972 1.5 -1.3 -2.1 0.164
H -2.8030 0.5917 0.5135 0.7 0.7 -0.6 0.402
H -1.8448 0.6172 -0.9185 0.0 -0.1 -1.0 0.406
H -1.6354 -1.1005 1.5538 0.3 -0.1 -0.2 0.334
H -0.1742 -1.5370 -1.0236 0.0 0.3 0.4 0.368
H 1.4643 -0.0478 -1.2075 -0.7 -0.4 -1.3 0.551
H 2.7972 -2.1593 -1.2962 -0.4 -1.3 -0.6 0.397
H 3.0159 -2.0322 0.5358 0.0 -0.1 -1.1 0.344
H 4.4760 -0.7256 -1.8599 -0.1 0.5 0.9 0.284
H 5.2141 -0.9610 -0.3249 3.1 -2.2 1.6 0.427
H 4.6289 0.8377 0.8984 -0.8 -0.6 -1.8 0.336
H 4.3525 1.4271 -0.8677 -0.8 -1.0 1.7 0.202
H 2.3675 0.7351 1.2612 0.5 -0.1 -0.2 0.322
H -2.9046 -3.6428 -0.9172 0.5 0.8 -0.2 0.362

(3)
29
Properties=species:S:1:pos:R:3:forces:R:3:mulliken_charge:R:1 method="wB97M-V/def2-TZVPD" homo_ev=-8.97 spin_multiplicity=1 homo_lumo_gap_ev=9.528 relative_energy_kcal_mol=66.2 fmax_ha_per_bohr=0.134 lumo_ev=0.56 energy_ev=-19717.7425
C 2.0182 1.1845 0.1743 -0.4 -2.0 1.8 -1.358
C 1.0280 0.6175 -0.8364 -0.2 1.6 -2.1 1.505
C 1.7072 -0.4957 -1.6745 -1.1 0.3 0.8 -1.853
C 0.3930 1.8372 -1.6860 6.1 -0.4 3.1 -1.729
O -0.0823 0.0053 -0.1911 0.7 -2.1 -0.7 -0.309
C -0.8725 0.6224 0.6383 -0.9 -1.1 0.9 0.470
O -0.8885 1.7869 0.8967 -0.3 1.2 0.6 -0.593
N -1.6838 -0.3406 1.2264 -0.9 1.5 0.0 0.282
C -2.6846 -0.1167 2.1808 0.2 1.4 0.0 -0.126
C -3.2598 -1.2496 2.4927 -1.0 -2.4 0.3 -1.245
C -2.7408 -2.4887 1.6744 0.1 1.2 2.7 1.701
O -2.2953 -3.6006 2.5318 0.6 3.0 -0.5 -0.556
C -3.7095 -2.9440 0.6678 -0.3 -0.2 -1.8 0.056
N -4.2469 -3.1868 -0.3342 0.4 0.1 1.7 -0.463
C -1.6008 -1.7498 0.9839 2.9 -1.9 -2.0 -1.261
H 1.4439 1.1497 1.1341 1.0 0.3 -0.4 0.313
H 2.9270 0.5170 0.2774 -1.0 0.9 -0.1 0.386
H 2.2838 2.1985 0.0095 0.4 0.8 -0.3 0.362
H 1.1970 -0.6373 -2.5890 -0.5 -0.1 -1.2 0.409
H 1.6294 -1.4314 -1.1605 -0.3 -0.6 0.7 0.459
H 2.7565 -0.4206 -1.8387 0.8 0.9 -0.2 0.436
H -0.2794 1.7129 -2.4034 -2.8 -1.4 -3.1 0.443
H 0.0241 2.4988 -0.9460 -0.3 0.8 0.5 0.483
H 1.3486 2.2522 -2.0983 -1.0 0.2 -0.1 0.409
H -2.9891 0.8775 2.6252 1.0 -1.2 -0.9 0.359
H -4.0089 -1.3563 3.2397 -0.5 -0.1 0.3 0.441
H -2.7618 -4.3700 2.3028 -1.0 -1.6 -0.6 0.355
H -0.5387 -2.0582 1.2326 -1.4 -0.3 0.5 0.263
H -1.6332 -2.0731 -0.0706 -0.1 0.9 0.1 0.358

(4)
8
Properties=species:S:1:pos:R:3:forces:R:3:mulliken_charge:R:1 method="wB97M-V/def2-TZVPD" homo_ev="-7.97 / -7.98" spin_multiplicity=1 homo_lumo_gap_ev="8.099 / 8.102" relative_energy_kcal_mol=95.8 fmax_ha_per_bohr=0.170 lumo_ev="0.13 / 0.13" energy_ev=-15017.3094
C -1.6623 -0.2136 0.2849 8.6 0.0 -0.5 -0.790
C -0.0735 0.1111 -0.0760 -8.7 0.8 -0.1 0.275
O 0.9040 -0.6487 0.2694 1.4 -2.0 1.1 -0.266
S 2.5023 -0.1387 0.3443 -0.4 1.1 -1.3 0.003
H -2.4333 0.3116 -0.1665 -0.8 1.3 -0.9 0.279
H -1.9306 -1.0693 0.9161 0.6 0.4 -0.3 0.228
H 0.2306 0.9543 -0.7668 -0.9 -0.7 0.9 0.129
H 2.4628 0.6934 -0.8056 0.1 -1.0 1.2 0.143

(5)
18
Properties=species:S:1:pos:R:3:forces:R:3:mulliken_charge:R:1 method="wB97M-V/def2-TZVPD" homo_ev=-13.38 spin_multiplicity=1 homo_lumo_gap_ev=7.733 relative_energy_kcal_mol=24.0 fmax_ha_per_bohr=0.067 lumo_ev=-5.65 charge=+1 energy_ev=-24592.7162
C -2.5433 -0.0329 -0.1544 -3.2 0.4 -1.2 -0.377
C -1.9744 0.7139 0.8112 1.5 1.1 2.6 -0.528
C -1.9690 -0.2327 -1.3915 -0.6 -2.1 -2.2 -0.421
C -0.6213 1.0442 0.6911 -0.9 0.1 -1.2 -0.041
C -0.6335 0.0687 -1.5426 -0.4 1.1 2.3 -0.419
C 0.0568 0.7413 -0.4919 -2.7 -1.6 0.1 0.473
N 1.7912 -1.8386 0.8771 1.3 -0.5 0.8 0.926
N 0.7950 -2.1614 1.2376 -1.6 -0.5 0.1 -0.379
N 2.8466 -1.3275 0.5458 1.7 0.1 -0.8 -0.770
N 1.4104 0.8265 -0.4827 1.0 0.4 -0.5 0.439
N 2.3425 1.1255 0.0979 1.1 0.7 0.0 -0.271
S 3.7185 1.4251 0.7043 -0.8 0.3 -0.2 0.176
H -3.6268 -0.2140 -0.0725 0.6 -0.4 0.1 0.353
H -2.5268 1.0331 1.7361 0.6 -0.5 -1.1 0.348
H -2.5955 -0.7946 -2.2611 1.8 1.5 2.3 0.271
H -0.1009 1.6500 1.3624 0.5 0.7 1.5 0.450
H -0.1133 -0.1925 -2.3705 1.5 -0.7 -2.6 0.511
H 3.7437 -1.8342 0.7037 -1.5 -0.1 0.1 0.259

(6)
89
Properties=species:S:1:pos:R:3:forces:R:3:mulliken_charge:R:1 method="wB97M-V/def2-TZVPD" homo_ev=-8.74 spin_multiplicity=1 homo_lumo_gap_ev=8.629 fmax_ha_per_bohr=0.051 lumo_ev=-0.11 energy_ev=-71896.4571
C 9.8201 -4.4364 -1.6300 -0.5 0.4 0.5 -1.064
C 8.6962 -3.6506 -0.9121 0.1 -0.6 -0.6 -0.518
B 7.3561 -4.4491 -0.9841 0.4 0.8 0.4 -0.016
O 7.3714 -5.8127 -0.9549 -0.3 -0.3 1.0 -0.388
C 5.9030 -3.7778 -1.1272 -0.1 -0.5 0.1 0.454
I 5.6594 -1.8342 -0.2837 0.2 0.1 -0.1 0.144
C 5.4703 -3.8958 -2.5811 0.5 -0.4 -0.1 -0.760
O 4.0640 -4.0770 -2.5344 -0.1 0.1 -0.6 -0.386
S 3.8250 -5.1852 -1.4293 1.1 0.7 -0.1 0.901
O 2.5486 -5.0064 -0.9278 -2.2 0.7 1.2 -0.359
O 4.2126 -6.4645 -1.8308 0.8 -1.5 -1.0 -0.591
O 4.9473 -4.6209 -0.4526 0.0 0.1 0.4 -0.343
H 10.1115 -5.2519 -0.9914 0.2 -0.5 0.0 0.297
H 10.6846 -3.8129 -1.7943 0.3 0.2 -0.2 0.359
H 9.4526 -4.8402 -2.5590 0.1 -0.2 -0.4 0.305
H 8.9763 -3.6051 0.1357 -0.1 0.4 0.4 0.328
H 8.6149 -2.6421 -1.2916 -0.1 0.4 0.1 0.416
H 7.5024 -6.0965 -0.0276 0.0 -0.3 -0.8 0.301
H 5.7705 -3.0936 -3.2262 -0.3 0.6 -0.1 0.460
H 5.9129 -4.8138 -2.9656 0.1 -0.2 -0.2 0.485
C 1.3097 -1.6971 0.4115 0.0 0.1 0.1 -1.013
O 1.2822 -0.4493 1.0743 0.0 0.1 -0.3 -0.235
C 2.5568 0.1517 1.2125 -0.1 -0.2 0.2 -0.194
C 2.5003 1.6481 1.0107 0.0 0.1 0.1 -0.406
O 2.2827 2.0607 -0.3260 0.1 0.0 -0.1 -0.483
C 0.9997 1.8665 -0.8984 0.0 -0.1 -0.1 -0.259
C -0.0871 2.7597 -0.3472 -0.2 -0.1 0.0 -0.434
O -0.4800 2.3591 0.9555 0.3 0.0 0.1 -0.107
C -0.7959 3.4377 1.8044 -0.1 -0.1 0.0 -0.713
H 1.7230 -2.4822 1.0554 0.0 0.0 -0.1 0.383
H 0.2837 -1.9554 0.1535 0.1 0.1 0.1 0.269
H 1.8939 -1.6437 -0.5138 0.1 0.0 0.0 0.580
H 3.2626 -0.2837 0.4962 -0.1 0.1 0.0 -0.165
H 2.9242 -0.0519 2.2286 0.2 0.0 -0.1 0.432
H 3.4872 2.0424 1.2674 0.0 0.0 0.0 0.430
H 1.7848 2.1082 1.6950 -0.1 -0.1 0.0 0.069
H 0.7003 0.8176 -0.8606 -0.1 0.0 0.2 -0.012
H 1.1241 2.1287 -1.9517 0.0 0.0 0.0 0.400
H -0.9617 2.6916 -1.0077 0.1 0.1 -0.1 0.260
H 0.2666 3.7966 -0.3444 0.0 0.0 0.0 0.381
H -0.0142 4.2054 1.7833 0.0 0.0 0.0 0.402
H -0.8702 3.0519 2.8202 0.0 -0.1 0.0 0.296
H -1.7538 3.8918 1.5253 0.0 0.1 0.0 0.047
C -4.8132 -1.8489 1.6330 0.1 0.0 -0.1 -0.775
O -3.4423 -2.0460 1.3783 -0.1 -0.3 0.1 -0.286
C -2.5887 -1.4688 2.3518 0.0 0.2 -0.2 -0.642
C -1.3987 -2.3500 2.6526 0.2 0.1 -0.1 0.179
O -1.6907 -3.5238 3.3904 -0.1 -0.1 0.2 -0.530
C -2.3792 -4.5841 2.7480 -0.1 0.0 0.1 -0.306
C -1.5694 -5.3187 1.7048 -0.1 0.0 -0.2 -0.538
O -1.4188 -4.5447 0.5313 0.1 0.2 0.0 -0.334
C -0.1484 -4.6731 -0.0763 -0.3 -0.1 0.0 -0.781
H -5.1120 -0.8137 1.4288 -0.1 0.0 0.1 0.247
H -5.3691 -2.5136 0.9739 0.0 0.0 -0.1 0.242
H -5.0661 -2.1013 2.6686 0.0 0.0 0.0 0.373
H -3.1350 -1.2753 3.2815 0.0 0.0 0.0 0.366
H -2.2186 -0.5104 1.9622 0.1 0.0 0.1 0.413
H -0.7332 -1.7720 3.2985 0.0 0.0 0.0 0.353
H -0.8409 -2.5790 1.7424 -0.2 0.0 0.1 -0.180
H -3.3367 -4.2544 2.3400 0.1 0.1 -0.2 0.081
H -2.5970 -5.2967 3.5473 0.0 0.0 0.0 0.429
H -2.0935 -6.2486 1.4430 0.1 -0.1 0.1 0.399
H -0.5928 -5.5761 2.1311 0.0 0.0 0.0 0.293
H 0.6513 -4.5420 0.6571 0.0 -0.1 0.0 0.330
H -0.0628 -3.8864 -0.8235 0.0 -0.1 -0.1 0.351
H -0.0364 -5.6439 -0.5678 0.1 0.0 0.0 0.375
C -5.4681 8.2255 -2.8666 -0.1 -0.1 0.0 -0.793
O -5.4444 6.8582 -2.5255 0.2 0.1 0.2 -0.282
C -4.3390 6.1522 -3.0606 -0.2 0.0 -0.1 -0.664
C -3.7915 5.1406 -2.0807 0.0 -0.2 0.0 -0.248
O -3.0967 5.6928 -0.9766 0.1 0.0 0.0 -0.418
C -3.8352 6.3588 0.0337 0.0 0.2 0.0 -0.398
C -4.6799 5.4546 0.9009 -0.2 0.0 0.0 -0.352
O -5.8246 4.9874 0.2096 0.2 -0.1 -0.2 -0.309
C -6.1692 3.6553 0.5186 -0.1 0.1 0.0 -0.764
H -5.7538 8.3695 -3.9150 0.1 0.1 0.0 0.327
H -6.2056 8.7103 -2.2295 -0.1 0.0 0.0 0.234
H -4.4957 8.6971 -2.6877 0.0 0.0 0.0 0.356
H -3.5386 6.8426 -3.3480 0.0 0.0 0.0 0.374
H -4.6731 5.6168 -3.9598 0.2 0.0 0.0 0.381
H -3.0417 4.5532 -2.6168 0.0 0.0 0.0 0.376
H -4.5700 4.4468 -1.7580 -0.1 0.1 0.0 0.141
H -4.4303 7.1768 -0.3759 -0.1 -0.1 0.0 0.185
H -3.0770 6.8055 0.6818 0.0 0.0 0.0 0.439
H -5.0178 6.0205 1.7796 0.2 0.0 0.1 0.387
H -4.0629 4.6149 1.2415 0.0 0.0 0.0 0.113
H -5.2990 2.9927 0.4492 0.0 0.0 0.0 0.301
H -6.9097 3.3310 -0.2103 0.0 0.0 0.0 0.269
H -6.6027 3.5808 1.5225 0.0 -0.1 0.0 0.337

Repeat the third record exactly.
29
Properties=species:S:1:pos:R:3:forces:R:3:mulliken_charge:R:1 method="wB97M-V/def2-TZVPD" homo_ev=-8.97 spin_multiplicity=1 homo_lumo_gap_ev=9.528 relative_energy_kcal_mol=66.2 fmax_ha_per_bohr=0.134 lumo_ev=0.56 energy_ev=-19717.7425
C 2.0182 1.1845 0.1743 -0.4 -2.0 1.8 -1.358
C 1.0280 0.6175 -0.8364 -0.2 1.6 -2.1 1.505
C 1.7072 -0.4957 -1.6745 -1.1 0.3 0.8 -1.853
C 0.3930 1.8372 -1.6860 6.1 -0.4 3.1 -1.729
O -0.0823 0.0053 -0.1911 0.7 -2.1 -0.7 -0.309
C -0.8725 0.6224 0.6383 -0.9 -1.1 0.9 0.470
O -0.8885 1.7869 0.8967 -0.3 1.2 0.6 -0.593
N -1.6838 -0.3406 1.2264 -0.9 1.5 0.0 0.282
C -2.6846 -0.1167 2.1808 0.2 1.4 0.0 -0.126
C -3.2598 -1.2496 2.4927 -1.0 -2.4 0.3 -1.245
C -2.7408 -2.4887 1.6744 0.1 1.2 2.7 1.701
O -2.2953 -3.6006 2.5318 0.6 3.0 -0.5 -0.556
C -3.7095 -2.9440 0.6678 -0.3 -0.2 -1.8 0.056
N -4.2469 -3.1868 -0.3342 0.4 0.1 1.7 -0.463
C -1.6008 -1.7498 0.9839 2.9 -1.9 -2.0 -1.261
H 1.4439 1.1497 1.1341 1.0 0.3 -0.4 0.313
H 2.9270 0.5170 0.2774 -1.0 0.9 -0.1 0.386
H 2.2838 2.1985 0.0095 0.4 0.8 -0.3 0.362
H 1.1970 -0.6373 -2.5890 -0.5 -0.1 -1.2 0.409
H 1.6294 -1.4314 -1.1605 -0.3 -0.6 0.7 0.459
H 2.7565 -0.4206 -1.8387 0.8 0.9 -0.2 0.436
H -0.2794 1.7129 -2.4034 -2.8 -1.4 -3.1 0.443
H 0.0241 2.4988 -0.9460 -0.3 0.8 0.5 0.483
H 1.3486 2.2522 -2.0983 -1.0 0.2 -0.1 0.409
H -2.9891 0.8775 2.6252 1.0 -1.2 -0.9 0.359
H -4.0089 -1.3563 3.2397 -0.5 -0.1 0.3 0.441
H -2.7618 -4.3700 2.3028 -1.0 -1.6 -0.6 0.355
H -0.5387 -2.0582 1.2326 -1.4 -0.3 0.5 0.263
H -1.6332 -2.0731 -0.0706 -0.1 0.9 0.1 0.358

Repeat the first record exactly.
13
Properties=species:S:1:pos:R:3:forces:R:3:mulliken_charge:R:1 method="wB97M-V/def2-TZVPD" homo_ev=-9.51 spin_multiplicity=1 homo_lumo_gap_ev=10.204 relative_energy_kcal_mol=42.0 fmax_ha_per_bohr=0.051 lumo_ev=0.69 energy_ev=-18059.1516
N 2.7926 -1.1747 0.2197 2.2 -0.8 0.9 -0.416
C 1.7952 -0.8412 -0.1927 -2.1 1.1 -1.1 0.045
C 0.5198 -0.3201 -0.7069 -0.1 0.3 0.5 0.228
N 0.3726 1.1535 -0.7268 0.2 -0.5 -0.8 -0.470
C -0.4338 1.1806 0.4709 -0.6 -0.1 0.8 -0.625
C -0.5910 -0.3792 0.4066 0.0 0.8 -0.5 -0.178
S -2.2215 -0.8193 -0.2144 -0.2 0.4 0.1 -0.253
H 0.2979 -0.7758 -1.6699 -0.1 -0.2 0.1 0.319
H 1.2198 1.6871 -0.7241 0.4 0.2 0.0 0.262
H 0.1010 1.4882 1.3752 0.0 0.0 0.0 0.255
H -1.3560 1.7899 0.4067 0.4 -0.4 -0.1 0.297
H -0.2830 -0.8692 1.3256 -0.3 -0.3 -0.1 0.405
H -2.2136 -2.1197 0.0300 0.2 -0.5 0.1 0.130